No. 1
Formula: C3H8N4O
Source: the OMol25 dataset
Level of theory: ωB97M-V/def2-TZVPD

Element x y z (Å)
1 C -3.057 -0.923 0.148
2 N -1.509 -0.472 0.237
3 C -1.345 0.394 -0.620
4 N -0.354 1.310 -0.462
5 O 0.253 0.945 0.813
6 C 1.340 0.194 0.645
7 N 1.767 -0.308 -0.393
8 N 2.955 -0.925 -0.290
9 H -3.786 -0.478 -0.659
10 H -3.637 -0.432 0.909
11 H -3.298 -2.151 -0.059
12 H -2.158 0.644 -1.460
13 H 0.442 1.346 -1.077
14 H 1.787 -0.150 1.632
15 H 3.367 -0.833 0.694
16 H 3.615 -0.731 -1.166

Properties
E_LUMO = 1.13 eV
SMILES string = C/N=C/NO/C=N/N
Spin multiplicity = 1
Energy = -413.15621 a.u.
Kohn-Sham gap = 9.45 eV

---

No. 2
Formula: C3H8N4O
Source: the OMol25 dataset
Level of theory: ωB97M-V/def2-TZVPD

Element x y z (Å)
1 H 0.149 -1.182 1.872
2 N -0.152 -0.248 2.152
3 C -0.432 0.457 1.120
4 C -0.924 1.884 1.298
5 N -0.214 0.094 -0.201
6 N -1.175 0.727 -1.084
7 C 0.698 -0.784 -0.899
8 N 1.627 -1.322 -0.125
9 O 0.551 -1.010 -2.085
10 H -2.021 1.945 1.182
11 H -0.558 2.553 0.525
12 H -0.617 2.289 2.256
13 H -0.558 0.969 -1.860
14 H -1.785 0.010 -1.505
15 H 2.267 -1.903 -0.676
16 H 2.052 -0.708 0.574

Properties
E_LUMO = 0.67 eV
SMILES string = [H]/N=C(/C)N(N)C(N)=O
Spin multiplicity = 1
Energy = -413.36354 a.u.
Kohn-Sham gap = 10.23 eV

---

No. 3
Formula: C3H8N4O
Source: the OMol25 dataset
Level of theory: ωB97M-V/def2-TZVPD

Element x y z (Å)
1 N -1.174 0.290 -1.286
2 C 0.106 0.349 -0.570
3 C 0.045 -0.075 0.815
4 N 1.226 1.018 -1.113
5 N -0.944 0.428 1.654
6 N 1.253 -0.339 1.415
7 C -0.611 -1.006 -1.381
8 O -0.128 -1.686 -2.271
9 H -2.035 0.416 -0.763
10 H 1.668 0.481 -1.851
11 H 0.948 1.891 -1.549
12 H 2.040 -0.411 0.789
13 H -0.836 0.229 2.639
14 H -1.881 0.264 1.319
15 H 1.333 -0.328 2.420
16 H -1.010 -1.520 -0.267

Properties
E_LUMO = 0.34 eV
Spin multiplicity = 1
Energy = -413.25562 a.u.
Kohn-Sham gap = 7.80 eV

---

No. 4
Formula: C3H8N4S
Source: the OMol25 dataset
Level of theory: ωB97M-V/def2-TZVPD

Element x y z (Å)
1 H -1.177 -0.909 2.071
2 N -1.579 -1.367 1.223
3 C -0.885 -0.884 0.302
4 N 0.169 0.043 0.437
5 N 0.568 0.436 1.691
6 C 0.394 1.831 1.892
7 S -1.259 -1.459 -1.341
8 N 0.015 -0.805 -2.251
9 C 0.087 -1.072 -3.453
10 H 0.852 0.038 -0.296
11 H 1.471 0.030 1.996
12 H 1.049 2.381 1.190
13 H 0.663 2.072 2.913
14 H -0.613 2.078 1.739
15 H -0.644 -1.738 -4.011
16 H 0.888 -0.675 -4.103

Properties
E_LUMO = 0.94 eV
SMILES string = [H]/N=C(\NNC)SN=C
Spin multiplicity = 1
Energy = -736.23866 a.u.
Kohn-Sham gap = 9.77 eV

---

No. 5
Formula: C3H8N4S
Source: the OMol25 dataset
Level of theory: ωB97M-V/def2-TZVPD

Element x y z (Å)
1 H -0.514 1.716 -1.412
2 N -0.463 0.834 -2.064
3 C -0.405 -0.297 -1.442
4 C -0.410 -1.603 -2.025
5 N -0.266 -0.472 -0.028
6 C 0.193 0.354 1.070
7 N 0.477 -0.399 2.209
8 N 0.213 1.629 0.891
9 S 0.754 2.634 2.085
10 H -1.450 -1.890 -1.805
11 H -0.196 -1.444 -3.115
12 H 0.288 -2.413 -1.552
13 H -0.698 -1.310 0.392
14 H 1.136 -1.234 2.007
15 H 1.236 0.095 2.865
16 H 0.104 3.800 1.923

Properties
E_LUMO = 0.54 eV
SMILES string = [H]/N=C(/C)N/C(N)=N/S
Spin multiplicity = 1
Energy = -736.26117 a.u.
Kohn-Sham gap = 8.78 eV

---

No. 6
Formula: C3H8N5
Source: the OMol25 dataset
Level of theory: ωB97M-V/def2-TZVPD

Element x y z (Å)
1 H -2.547 2.289 -0.205
2 N -2.606 1.297 -0.241
3 C -1.634 0.553 0.019
4 N -1.897 -0.801 0.133
5 N -1.491 -1.874 0.100
6 N -0.335 0.919 0.196
7 N 0.680 0.076 0.003
8 C 0.659 -0.882 -1.014
9 C 1.723 0.086 1.008
10 H -0.282 1.759 -0.330
11 H 0.473 -0.409 -1.995
12 H 1.659 -1.311 -1.008
13 H -0.287 -1.733 -0.797
14 H 1.333 -0.494 1.938
15 H 2.617 -0.521 0.876
16 H 1.935 1.046 1.318

Properties
Net charge = +1
E_LUMO (alpha / beta) = -6.71 / -6.71 eV
SMILES string = [H]/N=C(/[N+]#N)NN(C)C
Spin multiplicity = 1
Energy = -392.42721 a.u.
Kohn-Sham gap (alpha / beta) = 6.71 / 6.72 eV